Computed, not measured: C18H30F5N5OTl as an isolated structure, with wB97M-V/def2-TZVPD.

Cartesian coordinates (Å):
Tl1 -0.129 -1.055 0.420
N1 3.290 2.007 0.200
C1 3.059 0.551 0.338
C2 3.554 -0.043 1.652
C3 3.280 -1.546 1.759
N2 1.840 -1.804 1.995
C4 3.773 -2.289 0.517
C5 3.374 -1.677 -0.825
N3 1.945 -1.910 -1.112
C6 3.673 -0.176 -0.851
H1 3.104 2.479 1.081
H2 1.965 2.396 -0.912
H3 4.265 2.194 -0.015
H4 1.975 0.419 0.294
H5 3.089 0.476 2.497
H6 4.634 0.121 1.734
H7 3.860 -1.922 2.608
H8 1.595 -1.475 2.925
H9 1.676 -2.808 1.996
H10 3.445 -3.331 0.556
H11 4.865 -2.311 0.557
H12 3.992 -2.154 -1.592
H13 1.726 -2.895 -0.991
H14 1.757 -1.703 -2.089
H15 3.305 0.254 -1.789
H16 4.759 -0.029 -0.843
F1 -1.290 -3.813 1.568
C7 -0.551 -3.448 0.469
F2 0.628 -4.206 0.545
C8 -1.290 -3.966 -0.754
F3 -1.570 -5.267 -0.745
F4 -2.448 -3.290 -0.889
F5 -0.548 -3.711 -1.860
C9 -4.509 2.455 2.251
C10 -4.683 2.507 0.740
N4 -3.546 1.956 -0.011
C11 -3.657 0.587 -0.516
C12 -3.959 -0.429 0.574
C13 -2.466 2.747 -0.128
O1 -2.317 3.806 0.464
C14 -1.337 2.342 -1.044
C15 -1.491 1.948 -2.363
C16 -0.372 1.727 -3.162
C17 0.876 1.916 -2.624
N5 1.002 2.319 -1.349
C18 -0.055 2.533 -0.566
H17 -5.381 2.897 2.734
H18 -3.634 3.029 2.548
H19 -4.405 1.433 2.611
H20 -4.814 3.541 0.422
H21 -5.565 1.947 0.426
H22 -2.720 0.315 -0.997
H23 -4.441 0.555 -1.279
H24 -3.196 -0.399 1.354
H25 -3.972 -1.431 0.144
H26 -4.929 -0.251 1.036
H27 -2.482 1.812 -2.776
H28 -0.473 1.420 -4.192
H29 1.791 1.783 -3.183
H30 0.137 2.871 0.443

Results
Relative energy (zero: lowest compared OMol25 entry of this formula, charge and spin) = 0.0 kJ/mol
Charge = +1
HOMO-LUMO gap = 6.67 eV
HOMO level = -10.4 eV
E = -46927.42223 eV
LUMO level = -3.70 eV